No. 1
An isolated molecule of C6H7NS. Source: the OMol25 dataset; level of theory: the ωB97M-V functional and the def2-TZVPD basis.

Element x y z (Å)
C 0.74098 -0.93980 -0.15289
C -0.24489 -1.94507 0.15854
C -1.50782 -1.37406 -0.02309
C 0.07828 0.27161 -0.12260
C 0.72363 1.32895 0.78850
C 0.55108 1.52340 -0.61389
H -0.16470 -3.01131 0.21733
H -2.45822 -1.79874 -0.14509
H -1.81543 0.61895 -0.90361
H -0.15897 1.49160 1.50437
H 1.82958 1.16856 1.30811
H -0.14054 2.24441 -1.13355
H 1.65378 1.32730 -0.86233
N -1.40358 0.09809 0.06498
S 2.31683 -1.00390 -0.08481

Values from the calculation:
SMILES string: S=C1C=CNC12CC2
E_LUMO (eV): -0.15
Gap between HOMO and LUMO (eV): 8.158
Multiplicity: 1
Energy above the lowest of the compared OMol25 structures with the same formula, charge and spin (kcal per mole): 89.7

---

No. 2
An isolated molecule of C7H14N4O2S. Source: the OMol25 dataset; level of theory: the ωB97M-V functional and the def2-TZVPD basis.

Element x y z (Å)
C 0.85569 -2.78194 -0.64040
C -0.31397 -2.10284 -0.40335
C 2.04033 -0.99224 0.13905
C 2.39599 0.29604 1.99838
C 2.79239 1.20628 -0.16113
C -1.79409 1.80828 -1.09771
C -3.26114 -0.18419 -1.02665
N 1.99577 -2.08460 -0.41249
N -0.15192 -0.83464 0.05890
N 2.59855 0.06212 0.59589
N -2.28373 0.69199 -0.43028
O -2.27692 -0.97195 1.60712
O -0.74027 0.86074 1.64329
S -1.43226 -0.11619 0.85071
H 0.86252 -3.65735 -1.28744
H -1.26220 -2.61372 -0.45734
H 1.35254 0.61776 2.25184
H 2.68910 -0.54397 2.70206
H 2.98954 1.22332 2.36243
H 1.97308 1.80773 0.11142
H 3.57942 1.71204 0.29278
H 2.70609 0.91653 -1.20261
H -0.79920 2.25926 -0.61835
H -1.58139 1.65988 -2.15788
H -2.35664 2.75560 -1.17593
H -4.11537 0.55939 -1.37699
H -2.85802 -0.67820 -1.88645
H -3.60390 -0.87513 -0.27887

Values from the calculation:
E_LUMO (eV): 0.70
Gap between HOMO and LUMO (eV): 8.677
Multiplicity: 1
Energy above the lowest of the compared OMol25 structures with the same formula, charge and spin (kcal per mole): 121.7

---

No. 3
C22H33BrCoN4O3 as an isolated structure. Source: the OMol25 dataset; level of theory: the ωB97M-V functional and the def2-TZVPD basis.

Element x y z (Å)
Co 0.35713 -0.53157 1.01263
N 1.00208 -0.14037 2.85642
C -0.10971 0.31303 3.70469
C -1.06559 1.12404 2.83937
N -1.30820 0.44142 1.55336
C -2.44248 -0.50888 1.52961
C -2.08648 -1.87440 2.10685
N -0.80086 -2.32135 1.57495
H 1.44832 -0.97717 3.21529
H 1.74279 0.55122 2.75125
H 0.23124 0.91794 4.54821
H -0.60678 -0.56451 4.11467
H -0.60193 2.08495 2.61139
H -2.00157 1.32162 3.37083
H -1.49202 1.13603 0.83086
H -2.72142 -0.62138 0.48132
H -3.30374 -0.09414 2.06347
H -2.91564 -2.55649 1.89050
H -2.00485 -1.82274 3.19373
H -0.85138 -2.58784 0.59505
H -0.40807 -3.09588 2.09280
Br 3.30631 3.04544 2.66872
C 3.90571 1.88688 1.26756
C 4.91461 2.31637 0.42751
C 5.32808 1.41901 -0.54789
C 4.73117 0.17377 -0.62646
C 3.70738 -0.13789 0.25894
N 3.30366 0.72276 1.19803
C 3.05078 -1.51948 0.18164
O 3.72944 -2.40309 -0.31839
O 1.88982 -1.66352 0.69628
H 5.35551 3.29553 0.53826
H 6.11716 1.69610 -1.23503
H 5.02838 -0.57152 -1.34896
C 1.55854 1.33644 -1.93298
C 0.36577 2.10324 -1.36123
C 0.63065 2.55893 0.07246
C -0.95949 1.38496 -1.59191
C -2.01506 2.15498 -2.07895
C -3.19426 1.58974 -2.52911
C -3.26813 0.20576 -2.58414
C -2.25559 -0.61059 -2.09837
C -2.39750 -2.10832 -2.33856
C -1.09695 -2.80827 -2.73354
C -3.10947 -2.85337 -1.20834
C -1.12896 -0.02085 -1.45864
O -0.27978 -0.78629 -0.79646
H 2.48148 1.90322 -1.78338
H 1.42784 1.17197 -3.00372
H 1.66371 0.35944 -1.46495
H 0.28006 3.02482 -1.94562
H 0.88159 1.72521 0.73565
H -0.23225 3.09047 0.48438
H 1.48353 3.24029 0.10336
H -1.87887 3.23042 -2.14320
H -4.00133 2.20627 -2.90178
H -4.13419 -0.26495 -3.03933
H -3.06364 -2.17919 -3.20489
H -0.39293 -2.85702 -1.90505
H -0.60356 -2.27443 -3.54726
H -1.31347 -3.82282 -3.07609
H -3.31611 -3.88419 -1.50460
H -4.05873 -2.37528 -0.95569
H -2.50172 -2.89444 -0.30553

Values from the calculation:
E_LUMO (alpha / beta) (eV): 0.25 / 0.25
Gap between HOMO and LUMO (alpha / beta) (eV): 7.507 / 7.528
Multiplicity: 2
Energy above the lowest of the compared OMol25 structures with the same formula, charge and spin (kcal per mole): 0.0

---

No. 4
An isolated molecule of C3H5F2NO2. Source: the OMol25 dataset; level of theory: the ωB97M-V functional and the def2-TZVPD basis.

Element x y z (Å)
C 0.46874 0.20806 0.76270
C 0.32140 -1.24473 1.08726
C -0.25952 0.24782 -1.60263
H -1.13100 2.09269 -1.03058
H 0.05929 0.74557 1.62343
H 1.53361 0.41972 0.57492
H 0.94437 -1.56952 1.93954
H 0.25330 -0.72136 -1.81666
N -0.37168 0.60790 -0.28129
O -0.86597 1.91054 -0.09758
O -0.74582 0.92807 -2.49309
F 0.78769 -1.99680 0.06892
F -0.99441 -1.62795 1.26506

Values from the calculation:
SMILES string: O=CN(O)CC(F)F
E_LUMO (eV): 0.69
Gap between HOMO and LUMO (eV): 10.299
Multiplicity: 1
Energy above the lowest of the compared OMol25 structures with the same formula, charge and spin (kcal per mole): 45.4

---

- multiplicity of number 1 (C6H7NS)?
  1